A single CF2OS molecule in a non-equilibrium geometry. Source: the OMol25 dataset; level of theory: ωB97M-V with the def2-TZVPD basis set.

Geometry as XYZ:
```
5
Properties=species:S:1:pos:R:3:forces:R:3
C -0.579 0.288 -0.133 1.1 -1.7 0.6
O 0.674 -0.782 -0.444 -1.3 2.1 -1.0
F -0.607 1.059 0.930 0.8 -0.8 -0.2
F -0.744 1.049 -1.170 0.7 -0.7 -0.2
S 1.793 -1.906 -0.032 -1.3 1.0 0.7
```
Positions in Å, forces in eV/Å.

Computed properties:
ΔE to the lowest compared entry with this formula, charge and spin ... 4.418 eV
Highest occupied orbital energy (alpha / beta) ... -0.3367 / -0.3238 Ha
Gap between HOMO and LUMO (alpha / beta) ... 7.5 / 7.1 eV
LUMO energy (alpha / beta) ... -1.698 / -1.737 eV
Net charge ... 0
Energy ... -19349.274 eV


A single CF3IO molecule in a non-equilibrium geometry. Source: the OMol25 dataset; level of theory: ωB97M-V with the def2-TZVPD basis set.

Geometry as XYZ:
```
6
Properties=species:S:1:pos:R:3:forces:R:3
C 0.121 0.465 0.240 -3.3 -1.7 -2.3
O -0.922 -0.400 -0.572 1.6 5.8 3.0
F 1.184 -0.224 0.553 0.5 -0.2 0.2
F 0.445 1.483 -0.516 0.2 0.3 -0.2
F -0.492 0.877 1.318 -0.1 0.1 0.5
I -0.336 -2.202 -1.023 1.0 -4.4 -1.3
```
Positions in Å, forces in eV/Å.

Computed properties:
Expectation value of S² ... 2.0076
2S+1 ... 3
Highest occupied orbital energy (alpha / beta) ... -0.2713 / -0.3712 Ha
Gap between HOMO and LUMO (alpha / beta) ... 8.1 / 7.0 eV
LUMO energy (alpha / beta) ... 0.709 / -3.115 eV
Net charge ... 0
Energy ... -19334.018 eV


A single CF3IOS molecule in a non-equilibrium geometry. Source: the OMol25 dataset; level of theory: ωB97M-V with the def2-TZVPD basis set.

Geometry as XYZ:
```
7
Properties=species:S:1:pos:R:3:forces:R:3
C 0.145 -0.479 0.006 -0.3 -0.7 0.6
O -0.394 2.214 -0.173 -2.5 -4.7 3.7
F 0.120 -0.701 -1.307 -0.2 1.3 0.6
F -0.077 -1.661 0.560 -1.0 -0.6 0.6
F 1.330 -0.130 0.432 1.0 0.9 -0.4
S -1.012 0.875 0.819 3.2 3.7 -4.9
I -3.041 -0.050 -0.054 -0.2 0.1 -0.1
```
Positions in Å, forces in eV/Å.

Computed properties:
ΔE to the lowest compared entry with this formula, charge and spin ... 1.754 eV
Highest occupied orbital energy ... -0.3769 Ha
Gap between HOMO and LUMO ... 8.5 eV
LUMO energy ... -1.721 eV
Net charge ... 0
Energy ... -30170.284 eV


2 unconnected molecules or ions with the total composition CF3NO in a non-equilibrium geometry. Source: the OMol25 dataset; level of theory: ωB97M-V with the def2-TZVPD basis set.

Geometry as XYZ:
```
6
Properties=species:S:1:pos:R:3:forces:R:3
C -0.645 0.005 0.025 1.7 1.2 0.4
N 1.579 0.584 -0.167 -0.3 -2.6 0.6
O 2.285 -0.317 0.011 -2.0 2.1 -0.4
F -1.388 1.079 0.420 0.8 -1.1 -0.3
F -0.801 -0.999 0.905 0.0 0.6 -0.7
F -1.030 -0.352 -1.194 -0.1 -0.2 0.3
```
Positions in Å, forces in eV/Å.

Computed properties:
ΔE to the lowest compared entry with this formula, charge and spin ... 0.000 eV
Highest occupied orbital energy (alpha / beta) ... -0.3325 / -0.3325 Ha
Gap between HOMO and LUMO (alpha / beta) ... 7.9 / 7.9 eV
LUMO energy (alpha / beta) ... -1.134 / -1.131 eV
Net charge ... 0
Energy ... -12722.944 eV


A molecular structure, CF3NO2S2Tl in a non-equilibrium geometry. Source: the OMol25 dataset; level of theory: ωB97M-V with the def2-TZVPD basis set.

Geometry as XYZ:
```
10
Properties=species:S:1:pos:R:3:forces:R:3
Tl 2.465 -1.103 -0.949 3.8 -4.2 -2.9
N 1.341 0.319 -0.221 1.4 6.6 2.5
S 2.267 1.533 0.660 -1.6 -1.1 -0.9
S 0.170 -0.498 0.433 -5.4 -3.5 3.1
O -0.067 -0.525 1.873 1.4 0.4 -2.8
O 0.265 -1.794 -0.323 0.0 1.8 1.2
C -1.345 0.365 -0.247 -1.0 0.3 -0.4
F -2.432 -0.287 0.137 0.8 0.1 0.0
F -1.378 1.609 0.207 0.3 -0.3 0.1
F -1.286 0.381 -1.570 0.3 -0.1 0.1
```
Positions in Å, forces in eV/Å.

Computed properties:
Highest occupied orbital energy (alpha / beta) ... -0.5621 / -0.5535 Ha
Gap between HOMO and LUMO (alpha / beta) ... 6.2 / 7.3 eV
LUMO energy (alpha / beta) ... -9.131 / -7.730 eV
Net charge ... +1
Energy ... -41125.950 eV


A gas-phase ion, CF4NO (charge +1) in a non-equilibrium geometry. Source: the OMol25 dataset; level of theory: ωB97M-V with the def2-TZVPD basis set.

Geometry as XYZ:
```
7
Properties=species:S:1:pos:R:3:forces:R:3
O 0.748 -0.054 1.825 0.6 -0.2 -1.9
C 0.211 0.281 0.864 -5.3 3.2 2.1
F -0.950 1.147 0.780 3.7 -2.4 0.6
N 0.157 -0.221 -0.637 -0.4 2.6 -1.3
F -0.475 0.692 -1.439 0.6 -0.5 0.7
F 1.296 -0.402 -1.155 3.1 0.1 -0.6
F -0.460 -1.302 -0.795 -2.2 -2.8 0.5
```
Positions in Å, forces in eV/Å.

Computed properties:
ΔE to the lowest compared entry with this formula, charge and spin ... 1.155 eV
Highest occupied orbital energy ... -0.7414 Ha
Gap between HOMO and LUMO ... 13.1 eV
SMILES string ... O=C(F)[N+](F)(F)F
LUMO energy ... -7.068 eV
Net charge ... +1
Energy ... -15427.460 eV


What did the second record say?
A single CF3IO molecule in a non-equilibrium geometry. Source: the OMol25 dataset; level of theory: ωB97M-V with the def2-TZVPD basis set.

Geometry as XYZ:
```
6
Properties=species:S:1:pos:R:3:forces:R:3
C 0.121 0.465 0.240 -3.3 -1.7 -2.3
O -0.922 -0.400 -0.572 1.6 5.8 3.0
F 1.184 -0.224 0.553 0.5 -0.2 0.2
F 0.445 1.483 -0.516 0.2 0.3 -0.2
F -0.492 0.877 1.318 -0.1 0.1 0.5
I -0.336 -2.202 -1.023 1.0 -4.4 -1.3
```
Positions in Å, forces in eV/Å.

Computed properties:
Expectation value of S² ... 2.0076
2S+1 ... 3
Highest occupied orbital energy (alpha / beta) ... -0.2713 / -0.3712 Ha
Gap between HOMO and LUMO (alpha / beta) ... 8.1 / 7.0 eV
LUMO energy (alpha / beta) ... 0.709 / -3.115 eV
Net charge ... 0
Energy ... -19334.018 eV


Please write out number 1 again, unchanged.
A single CF2OS molecule in a non-equilibrium geometry. Source: the OMol25 dataset; level of theory: ωB97M-V with the def2-TZVPD basis set.

Geometry as XYZ:
```
5
Properties=species:S:1:pos:R:3:forces:R:3
C -0.579 0.288 -0.133 1.1 -1.7 0.6
O 0.674 -0.782 -0.444 -1.3 2.1 -1.0
F -0.607 1.059 0.930 0.8 -0.8 -0.2
F -0.744 1.049 -1.170 0.7 -0.7 -0.2
S 1.793 -1.906 -0.032 -1.3 1.0 0.7
```
Positions in Å, forces in eV/Å.

Computed properties:
ΔE to the lowest compared entry with this formula, charge and spin ... 4.418 eV
Highest occupied orbital energy (alpha / beta) ... -0.3367 / -0.3238 Ha
Gap between HOMO and LUMO (alpha / beta) ... 7.5 / 7.1 eV
LUMO energy (alpha / beta) ... -1.698 / -1.737 eV
Net charge ... 0
Energy ... -19349.274 eV


What did the second record say?
A single CF3IO molecule in a non-equilibrium geometry. Source: the OMol25 dataset; level of theory: ωB97M-V with the def2-TZVPD basis set.

Geometry as XYZ:
```
6
Properties=species:S:1:pos:R:3:forces:R:3
C 0.121 0.465 0.240 -3.3 -1.7 -2.3
O -0.922 -0.400 -0.572 1.6 5.8 3.0
F 1.184 -0.224 0.553 0.5 -0.2 0.2
F 0.445 1.483 -0.516 0.2 0.3 -0.2
F -0.492 0.877 1.318 -0.1 0.1 0.5
I -0.336 -2.202 -1.023 1.0 -4.4 -1.3
```
Positions in Å, forces in eV/Å.

Computed properties:
Expectation value of S² ... 2.0076
2S+1 ... 3
Highest occupied orbital energy (alpha / beta) ... -0.2713 / -0.3712 Ha
Gap between HOMO and LUMO (alpha / beta) ... 8.1 / 7.0 eV
LUMO energy (alpha / beta) ... 0.709 / -3.115 eV
Net charge ... 0
Energy ... -19334.018 eV


- Which formula does entry 6 have?
  CF4NO